DFT (ωB97M-V/def2-TZVPD) results for C23H37FeO3 as an isolated structure at a distorted geometry.

Last column: Mulliken charge in e.
Cartesian coordinates (Å):
O1 -2.21708 1.08913 -4.50275  -0.42
C1 -1.97110 1.75976 -5.74857  -0.41
C2 -2.75059 3.00732 -5.25640  -0.81
H1 -2.49392 1.10878 -6.46008  0.29
H2 -0.92316 1.88006 -6.03309  0.19
C3 -3.05380 2.13586 -3.95499  1.39
H3 -3.54826 3.21960 -5.98412  0.28
H4 -2.14858 3.90599 -5.11591  0.32
C4 -4.42443 1.46953 -3.83936  -1.51
H5 -4.68492 0.94214 -4.77374  0.38
H6 -5.22143 2.16898 -3.55250  0.35
H7 -4.35703 0.70630 -3.04546  0.32
C5 -2.49310 2.57015 -2.59673  -1.22
H8 -1.41952 2.81067 -2.63780  0.25
H9 -2.58663 1.70665 -1.91766  0.20
H10 -3.03351 3.40069 -2.11969  0.41
Fe1 1.72796 -0.76850 -2.04586  0.25
C6 1.98314 0.83548 -0.27768  -0.32
C7 3.12276 0.01026 -0.31666  -0.40
C8 3.68502 0.08615 -1.65466  -1.36
H11 3.52204 -0.53210 0.54948  0.40
C9 2.96592 1.12768 -2.35704  -0.37
C10 1.84504 1.50055 -1.56404  -0.71
H12 1.11909 2.28189 -1.81378  0.28
H13 1.40346 1.01052 0.62367  0.84
H14 4.54466 -0.47344 -2.01247  0.44
H15 3.30229 1.67943 -3.24837  0.55
C11 -0.40068 -0.81466 1.13516  1.42
C12 -0.53046 0.05418 -0.09235  -1.54
C13 -0.56963 -0.74288 -1.23611  -0.48
H16 -0.60176 1.15545 -0.02448  0.60
C14 0.02571 -2.07350 -0.88794  -0.62
C15 0.11667 -2.11056 0.49992  -1.12
H17 0.48197 -2.89663 1.16475  0.23
H18 -1.44743 -0.84231 1.53152  0.05
H19 -1.29452 -0.62526 -2.04142  0.58
H20 0.31249 -2.86929 -1.61704  0.45
O2 1.66256 -1.38962 -4.14460  0.02
C16 1.51160 -0.56555 -5.33468  -0.16
C17 1.73018 -1.38872 -6.58877  -0.50
H21 2.23784 0.24276 -5.23290  0.32
H22 0.50150 -0.15008 -5.38234  -0.23
C18 2.37342 -2.69554 -6.10517  -0.54
H23 2.31403 -0.90112 -7.36267  0.37
H24 0.76907 -1.66042 -7.03950  0.23
C19 2.41042 -2.57847 -4.58214  -0.64
H25 3.37846 -2.88364 -6.49290  0.27
H26 1.75644 -3.54034 -6.45245  0.22
H27 3.45654 -2.41669 -4.25681  0.32
H28 1.99134 -3.48683 -4.12328  0.33
C20 -1.03467 0.75406 3.84552  -1.65
C21 -0.03915 -0.37536 3.57428  1.59
C22 1.15509 -0.10412 4.50964  -1.74
C23 -0.60119 -1.75186 3.93130  -1.54
O3 0.43913 -0.32482 2.20043  -0.30
H29 -1.27891 0.76559 4.92272  0.46
H30 -1.97223 0.64760 3.27598  0.32
H31 -0.55232 1.71469 3.60956  0.38
H32 0.77138 -0.07100 5.54902  0.42
H33 1.89684 -0.91762 4.42323  0.37
H34 1.62018 0.87048 4.26524  0.37
H35 -1.52801 -1.97683 3.38205  0.33
H36 0.15781 -2.52108 3.71785  0.33
H37 -0.82154 -1.78495 5.01114  0.46

## Properties
Spin multiplicity = 5
E_tot = -64974.2868 eV
Energy above the lowest of the compared OMol25 structures with the same formula, charge and spin = 0.0 kJ/mol
Charge = -1
Strongest force on any atom = 0.058 hartree/bohr
Gap between HOMO and LUMO (spin up / spin down) = 3.3 / 4.4 eV